(1)
The following is a quantum chemistry calculation of 2 unconnected molecules or ions with the total composition C26H27N2 at a distorted geometry, from the Open Molecules 2025 dataset.

Its molar mass is 367.516 g/mol. For the energy above the lowest of the compared OMol25 structures with the same formula, charge and spin, the calculation gives 35.7 kcal per mole. The net charge is +1. The orbital gap is 5.312 eV. The largest force on an atom comes out at 1.968 eV/Å. The total energy comes out at -1116.17935 Ha.

XYZ file:
```
55
Properties=species:S:1:pos:R:3:mulliken_charge:R:1
C -2.25 3.51 0.96 -1.07
C -0.75 3.48 0.94 0.53
N 0.07 2.56 0.64 -0.24
C 1.52 3.11 0.74 -0.61
C 1.37 4.60 1.10 -0.58
C -0.13 4.84 1.35 -0.63
H -2.53 4.52 1.32 0.38
H -2.64 3.35 -0.05 0.25
H -2.65 2.75 1.64 0.23
H 2.08 2.56 1.51 0.32
H 2.03 2.97 -0.23 0.26
H 1.95 4.84 2.00 0.28
H 1.72 5.22 0.27 0.26
H -0.55 5.65 0.76 0.36
H -0.35 5.04 2.40 0.32
C 5.41 -2.54 -0.63 -1.00
N 4.14 -2.84 -1.26 0.24
C 4.17 -4.10 -1.98 -0.99
C 2.95 -2.20 -0.89 -0.21
C 2.49 -1.04 -1.56 -0.89
C 1.29 -0.43 -1.23 -0.39
C 0.47 -0.96 -0.21 0.81
C -0.90 -0.54 -0.04 0.44
C -1.67 -0.76 1.16 0.29
C -3.06 -0.72 0.82 0.10
C -4.03 -1.13 1.74 -0.37
C -3.62 -1.49 3.04 -0.64
C -2.26 -1.42 3.40 -0.95
C -1.29 -1.09 2.46 -0.45
C -3.17 -0.36 -0.59 -0.02
C -1.83 -0.20 -1.11 0.89
C -1.67 0.07 -2.47 -0.19
C -2.80 0.20 -3.29 -1.00
C -4.09 -0.04 -2.79 -0.65
C -4.27 -0.33 -1.43 -0.46
C 0.99 -2.04 0.55 -0.95
C 2.18 -2.66 0.20 -0.51
H 5.31 -1.65 0.01 0.31
H 5.76 -3.39 -0.02 0.33
H 6.17 -2.34 -1.40 0.33
H 3.17 -4.35 -2.36 0.31
H 4.87 -4.02 -2.83 0.32
H 4.54 -4.92 -1.34 0.34
H 3.08 -0.65 -2.40 0.46
H 0.96 0.47 -1.75 0.65
H -5.07 -1.14 1.42 0.45
H -4.36 -1.82 3.77 0.43
H -1.95 -1.65 4.42 0.43
H -0.23 -1.07 2.70 0.75
H -0.66 0.18 -2.87 0.36
H -2.66 0.47 -4.34 0.42
H -4.94 -0.01 -3.46 0.42
H -5.26 -0.52 -0.99 0.44
H 0.43 -2.45 1.39 0.64
H 2.51 -3.53 0.77 0.46
```

=====

(2)
The following is a quantum chemistry calculation of C26H27N5O4 in the gas phase, from the Open Molecules 2025 dataset.

Its molar mass is 473.533 g/mol. Its SMILES is Cc1c(/C(O)=C2/C(=O)C(=O)N(CCN3CCOCC3)[C@@H]2c2ccccn2)cnn1-c1ccccc1. For the energy above the lowest of the compared OMol25 structures with the same formula, charge and spin, the calculation gives 60.5 kcal per mole. The net charge is 0. The orbital gap is 8.277 eV. The largest force on an atom comes out at 0.952 eV/Å. The total energy comes out at -1581.71317 Ha.

XYZ file:
```
62
Properties=species:S:1:pos:R:3:mulliken_charge:R:1
C 2.67 -0.16 -4.12 -1.89
C 1.43 -0.61 -3.43 0.42
C 0.76 -0.04 -2.35 0.07
C -0.38 -0.87 -2.17 -0.62
N -0.39 -1.84 -3.04 -1.11
N 0.72 -1.70 -3.79 0.85
C 0.97 -2.63 -4.81 0.26
C -0.11 -3.08 -5.56 -0.34
C 0.09 -4.00 -6.57 -0.63
C 1.37 -4.48 -6.83 -0.40
C 2.44 -4.04 -6.07 -0.71
C 2.24 -3.12 -5.05 -0.21
H 3.07 -2.81 -4.44 0.45
H 3.43 -4.42 -6.26 0.37
H 1.53 -5.19 -7.63 0.39
H -0.75 -4.35 -7.16 0.37
H -1.10 -2.71 -5.34 0.46
H -1.18 -0.78 -1.47 0.79
C 1.14 1.14 -1.60 0.05
C 0.78 1.40 -0.30 -0.33
C 1.32 2.53 0.39 0.83
O 2.03 3.41 -0.08 -0.84
C 0.86 2.42 1.83 0.33
O 1.10 3.17 2.76 -0.71
N 0.12 1.29 1.91 0.48
C -0.53 0.83 3.11 -1.25
H -0.04 1.32 3.95 0.73
H -0.38 -0.25 3.19 0.23
C -2.04 1.16 3.14 -0.76
N -2.35 2.06 4.23 0.07
C -1.95 3.44 3.95 -0.10
C -2.20 4.29 5.19 -0.86
O -3.55 4.25 5.58 -0.38
C -3.96 2.93 5.83 -0.69
C -3.75 2.04 4.59 -0.52
H -4.05 1.02 4.83 0.37
H -4.39 2.42 3.77 0.35
H -5.01 2.97 6.10 0.37
H -3.38 2.51 6.66 0.35
H -1.96 5.33 5.00 0.37
H -1.57 3.92 6.02 0.37
H -0.88 3.47 3.71 0.17
H -2.52 3.85 3.10 0.27
H -2.34 1.58 2.16 0.41
H -2.60 0.24 3.30 0.36
C 0.00 0.56 0.66 1.21
C 0.56 -0.84 0.79 0.09
N -0.31 -1.84 0.70 -0.35
C 0.14 -3.08 0.79 -0.46
C 1.47 -3.39 0.98 -0.44
C 2.38 -2.35 1.10 -0.64
C 1.92 -1.05 1.00 -0.80
H 2.59 -0.21 1.09 0.49
H 3.43 -2.55 1.26 0.44
H 1.79 -4.42 1.03 0.44
H -0.62 -3.85 0.70 0.42
H -1.06 0.47 0.39 0.28
O 1.92 2.00 -2.24 -0.55
H 2.15 2.75 -1.62 0.45
H 2.67 -0.51 -5.15 0.53
H 3.56 -0.54 -3.62 0.28
H 2.71 0.92 -4.10 0.41
```

=====

(3)
The following is a quantum chemistry calculation of a molecular structure, C26H28AsF3N4O4ReS2 at a distorted geometry, from the Open Molecules 2025 dataset.

Its molar mass is 842.791 g/mol. The spin multiplicity is 4. The net charge is 0. The orbital gap (spin up / spin down) is 7.858 / 7.035 eV. The largest force on an atom comes out at 1.940 eV/Å. The total energy comes out at -4937.64852 Ha.

XYZ file:
```
69
Properties=species:S:1:pos:R:3:mulliken_charge:R:1
Re -1.04 -0.17 -0.29 1.69
O 2.45 -2.11 -2.28 -0.83
C 1.47 -2.35 -1.55 -0.51
O 0.42 -2.98 -1.78 -0.44
C 1.60 -1.91 -0.09 0.86
C 2.74 -2.25 0.63 -0.80
C 2.75 -2.13 2.01 -0.63
C 1.59 -1.70 2.66 -0.82
C 0.52 -1.33 1.88 0.43
N 0.55 -1.38 0.54 0.59
C -0.82 -0.95 2.47 0.32
O -1.02 -1.06 3.65 -0.65
O -1.71 -0.57 1.57 -0.76
H 3.58 -2.64 0.07 0.63
H 3.63 -2.39 2.58 0.47
H 1.49 -1.65 3.73 0.62
C -2.93 -1.97 -3.77 -1.14
C -2.35 -3.00 -2.81 -0.76
As -2.30 -2.33 -1.00 0.74
C -1.89 -3.80 0.19 -0.26
C -2.18 -5.18 -0.39 -1.38
C -4.18 -1.98 -0.63 -0.61
C -5.14 -3.12 -0.94 -1.27
H -2.88 -2.34 -4.79 0.41
H -2.38 -1.03 -3.73 0.19
H -3.98 -1.75 -3.55 0.28
H -1.32 -3.26 -3.06 0.49
H -2.95 -3.91 -2.80 0.55
H -2.46 -3.61 1.10 0.56
H -0.83 -3.71 0.43 0.17
H -3.21 -5.30 -0.70 0.27
H -1.97 -5.95 0.35 0.44
H -1.54 -5.37 -1.26 0.28
H -4.44 -1.08 -1.20 0.32
H -4.23 -1.69 0.42 0.50
H -5.04 -3.48 -1.97 0.31
H -6.17 -2.79 -0.81 0.41
H -4.98 -3.97 -0.27 0.27
F 2.23 7.77 3.90 -0.25
C 3.03 6.69 3.85 0.82
F 4.15 7.08 3.21 -0.26
F 3.38 6.39 5.11 -0.28
C 2.37 5.55 3.14 0.30
C 1.98 5.72 1.82 -0.94
C 1.37 4.68 1.14 -0.41
C 1.14 3.46 1.78 0.61
C 1.53 3.30 3.11 -0.68
C 2.14 4.34 3.79 -0.61
C 0.50 2.37 1.08 0.47
C -0.01 1.45 0.48 -1.73
H 2.16 6.67 1.33 0.39
H 1.05 4.82 0.12 0.50
H 1.34 2.36 3.61 0.53
H 2.43 4.22 4.82 0.46
S -4.87 2.46 -1.11 -0.36
C -3.57 1.58 -0.91 0.77
N -2.59 0.92 -0.77 -0.60
S -0.08 0.14 -2.56 -0.42
C 1.46 0.87 -2.28 0.08
N 2.61 0.27 -2.56 -0.08
C 3.75 1.10 -2.17 -0.61
C 3.07 2.37 -1.60 -0.44
N 1.66 2.11 -1.85 -0.07
H 2.64 -0.77 -2.61 0.45
H 4.38 1.32 -3.03 0.30
H 4.35 0.58 -1.43 0.29
H 3.40 3.27 -2.12 0.40
H 3.25 2.51 -0.53 0.20
H 0.91 2.59 -1.38 0.22
```

=====

(4)
The following is a quantum chemistry calculation of a molecular structure, C26H28AuClF5N2O2S at a distorted geometry, from the Open Molecules 2025 dataset.

Its molar mass is 759.999 g/mol. The spin multiplicity is 3. The net charge is -1. The orbital gap (spin up / spin down) is 3.207 / 5.682 eV. The largest force on an atom comes out at 6.137 eV/Å. The total energy comes out at -2760.76864 Ha.

XYZ file:
```
66
Properties=species:S:1:pos:R:3:mulliken_charge:R:1
Au 0.74 -0.03 0.12 1.04
Cl -1.40 -0.48 -1.62 -0.52
N -0.75 -1.41 1.28 0.64
N 0.77 1.54 -1.75 0.77
C -0.29 -2.55 1.65 0.58
C 1.62 1.22 -2.76 0.49
C -2.06 -1.22 1.86 0.99
C -1.97 -2.22 3.05 -0.80
C -3.22 -1.68 0.96 -1.65
C -2.40 0.16 2.35 -1.40
H -3.08 -2.76 0.69 0.29
H -3.21 -1.09 0.05 0.28
H -4.11 -1.61 1.54 0.53
H -1.68 0.49 3.11 0.15
H -3.38 0.10 2.84 0.46
H -2.46 0.88 1.53 0.18
C 0.12 2.78 -2.03 1.37
C 0.75 3.18 -3.41 -0.82
C 0.44 3.86 -1.03 -2.03
C -1.39 2.74 -2.20 -1.94
H -1.68 1.92 -2.84 0.46
H -1.67 3.70 -2.62 0.56
H -1.87 2.61 -1.23 0.21
H 1.51 4.00 -0.93 0.46
H 0.01 3.63 -0.07 0.31
H 0.00 4.78 -1.43 0.54
O 1.65 2.05 -3.77 -0.44
H 1.31 4.12 -3.31 0.31
H -0.02 3.31 -4.20 0.33
O -0.89 -3.15 2.65 -0.48
H -2.92 -2.75 3.22 0.31
H -1.71 -1.66 3.96 0.37
C 0.98 -3.12 0.94 -1.84
C 2.46 -0.04 -2.67 -1.80
C 1.67 -1.28 -2.35 0.79
H 3.16 0.16 -1.85 0.31
H 3.08 -0.05 -3.61 0.37
C 1.29 -1.55 -1.01 -0.64
C 0.94 -2.81 -0.55 0.53
H 2.00 0.43 1.18 0.15
C 0.37 -3.73 -1.51 1.22
C 0.44 -3.33 -2.89 -1.23
C -0.38 -4.94 -1.06 -1.50
C 1.12 -2.17 -3.36 1.36
H -0.15 -3.92 -3.62 0.13
C 1.14 -1.75 -4.79 -1.63
H 0.63 -2.50 -5.42 0.40
H 2.21 -1.60 -5.09 0.32
H 0.64 -0.75 -4.97 0.20
H 0.28 -5.51 -0.38 0.31
H -0.70 -5.52 -1.93 0.44
H -1.30 -4.71 -0.46 0.14
H 1.10 -4.18 1.25 0.36
H 1.82 -2.57 1.43 0.35
F -0.16 3.41 6.36 -0.34
C 0.30 3.02 5.19 0.28
C 0.37 1.64 4.88 0.33
F -0.06 0.76 5.79 -0.37
C 0.88 1.21 3.65 -0.21
F 1.02 -0.14 3.44 -0.43
C 1.29 2.13 2.65 0.67
S 2.01 1.85 1.09 -0.53
C 1.28 3.52 3.03 -0.24
F 1.84 4.39 2.19 -0.38
C 0.80 3.96 4.25 0.28
F 0.85 5.24 4.56 -0.32
```

=====

(5)
The following is a quantum chemistry calculation of a molecular structure, C26H28BMgN8O4S3, from the Open Molecules 2025 dataset.

Its molar mass is 647.880 g/mol. For the energy above the lowest of the compared OMol25 structures with the same formula, charge and spin, the calculation gives 0.0 kcal per mole. The net charge is -1. The orbital gap is 7.625 eV. The largest force on an atom comes out at 0.323 eV/Å. The total energy comes out at -3166.47125 Ha.

XYZ file:
```
71
Properties=species:S:1:pos:R:3:mulliken_charge:R:1
Mg 0.77 0.21 1.01 1.53
O 2.94 -2.07 3.78 -0.83
C 2.43 -1.50 2.81 0.04
N 1.26 -0.86 2.73 -0.04
C 0.66 -0.50 3.98 -1.23
C 0.33 0.98 3.98 0.88
C -0.09 1.63 5.14 -0.99
C -0.39 2.97 5.10 -0.25
C -0.28 3.65 3.89 -0.93
C 0.12 2.94 2.78 -0.39
N 0.42 1.64 2.82 0.13
C 3.24 -1.41 1.53 0.23
C 4.36 -2.20 1.35 -0.52
C 5.14 -2.01 0.22 -0.43
C 4.78 -1.01 -0.68 -0.74
C 3.64 -0.27 -0.43 -0.31
N 2.88 -0.47 0.64 0.12
H 1.33 -0.71 4.82 0.60
H -0.26 -1.05 4.19 0.21
H -0.16 1.06 6.06 0.45
H -0.71 3.49 5.99 0.40
H -0.51 4.70 3.80 0.43
H 0.21 3.40 1.80 0.37
H 4.60 -2.93 2.11 0.48
H 6.02 -2.61 0.05 0.42
H 5.37 -0.82 -1.57 0.45
H 3.31 0.52 -1.10 0.65
C -1.98 3.06 -1.05 -0.91
N -1.36 2.06 -1.89 0.56
C -1.97 1.41 -2.95 -0.36
C -0.99 0.72 -3.58 -0.91
N 0.20 0.94 -2.91 -0.09
B 1.56 0.40 -3.40 0.18
N 1.85 -1.07 -2.89 0.48
C 2.84 -1.81 -3.50 -0.74
C 2.97 -2.98 -2.84 -0.42
N 2.05 -2.96 -1.82 0.43
C 1.80 -4.01 -0.86 -0.91
C 1.36 -1.79 -1.87 -0.61
S 0.04 -1.45 -0.84 -0.40
C -0.05 1.73 -1.86 0.21
S 1.02 2.24 -0.60 -0.59
H -3.05 3.05 -1.24 0.38
H -1.56 4.04 -1.28 0.37
H -1.78 2.84 -0.01 0.08
H -3.03 1.49 -3.14 0.62
H -1.03 0.09 -4.45 0.56
H 1.53 0.33 -4.61 -0.22
H 2.45 1.12 -3.02 -0.07
H 3.36 -1.43 -4.36 0.49
H 3.62 -3.82 -3.00 0.45
H 2.54 -4.80 -1.02 0.32
H 0.80 -4.41 -0.98 0.32
H 1.89 -3.63 0.16 0.27
N -1.58 -0.18 1.57 -0.42
C -2.74 -0.15 0.73 0.08
C -3.06 -1.18 -0.14 -0.16
C -4.05 -0.98 -1.10 -0.79
C -4.73 0.23 -1.17 0.08
C -4.49 1.20 -0.22 -0.89
C -3.51 1.01 0.74 -0.85
S -5.87 0.57 -2.52 1.40
O -5.58 1.98 -2.81 -0.69
O -5.47 -0.35 -3.57 -0.72
O -7.19 0.34 -1.97 -0.71
H -1.35 -1.11 1.90 0.39
H -1.76 0.40 2.38 0.24
H -2.49 -2.10 -0.14 0.48
H -4.26 -1.74 -1.84 0.47
H -5.05 2.13 -0.26 0.45
H -3.29 1.79 1.46 0.41
```

=====

(6)
The following is a quantum chemistry calculation of a molecular structure, C26H28BN8O4PdS3 at a distorted geometry, from the Open Molecules 2025 dataset.

Its molar mass is 729.995 g/mol. For the energy above the lowest of the compared OMol25 structures with the same formula, charge and spin, the calculation gives 0.0 kcal per mole. The net charge is +1. The orbital gap is 5.558 eV. The largest force on an atom comes out at 1.238 eV/Å. The total energy comes out at -3093.75210 Ha.

XYZ file:
```
71
Properties=species:S:1:pos:R:3:mulliken_charge:R:1
Pd -0.80 1.47 0.32 0.35
C 2.98 0.72 2.53 -1.96
C 1.60 1.27 2.24 1.24
O 0.98 0.73 1.32 0.75
C 1.07 2.35 3.06 0.41
C 1.76 2.69 4.25 -1.22
C 1.29 3.64 5.11 -0.88
C 0.09 4.30 4.80 -0.44
C -0.60 4.02 3.66 -0.77
C -0.12 3.06 2.74 0.54
O -0.81 2.98 1.63 -0.50
H 3.25 0.04 1.73 0.25
H 2.98 0.19 3.48 0.45
H 3.71 1.52 2.60 0.47
H 2.67 2.16 4.49 0.43
H 1.83 3.87 6.02 0.42
H -0.29 5.05 5.48 0.42
H -1.52 4.53 3.41 0.51
C -0.64 -2.42 2.14 -0.68
N -1.80 -2.31 1.27 0.34
C -2.39 -3.34 0.60 -0.31
C -3.45 -2.81 -0.07 -0.52
N -3.51 -1.48 0.21 0.46
B -4.58 -0.49 -0.40 -0.57
N -3.91 0.09 -1.70 0.46
C -3.96 -0.50 -2.92 -0.52
C -3.19 0.23 -3.78 -0.34
N -2.69 1.27 -3.06 0.38
C -1.78 2.29 -3.58 -0.65
C -3.13 1.19 -1.79 -0.09
S -2.76 2.31 -0.55 -0.22
C -2.50 -1.18 1.03 -0.15
S -2.15 0.33 1.79 -0.35
H -0.26 -3.44 2.06 0.29
H -0.92 -2.21 3.17 0.31
H 0.13 -1.72 1.82 0.08
H -2.00 -4.35 0.63 0.49
H -4.16 -3.29 -0.72 0.50
H -4.81 0.39 0.38 0.01
H -5.54 -1.14 -0.73 -0.12
H -4.51 -1.40 -3.09 0.50
H -2.95 0.07 -4.82 0.47
H -1.59 2.06 -4.63 0.29
H -0.85 2.26 -3.02 0.14
H -2.24 3.27 -3.49 0.36
N 3.81 -5.10 -0.37 -0.46
C 2.95 -4.15 -0.80 0.93
C 2.76 -2.97 -0.05 -0.64
C 1.87 -2.01 -0.47 0.54
C 1.14 -2.21 -1.65 -0.39
C 1.32 -3.38 -2.40 -0.83
C 2.21 -4.33 -1.98 -0.91
S -0.08 -1.07 -2.22 1.23
O -1.35 -1.67 -1.89 -0.41
O 0.20 -0.79 -3.60 -0.76
N 0.04 0.26 -1.32 0.94
C 1.07 1.16 -1.48 0.37
N 0.72 2.34 -0.95 0.05
C 1.61 3.33 -0.93 -0.39
C 2.85 3.15 -1.51 -0.76
C 3.12 1.88 -2.03 -0.45
N 2.26 0.87 -2.00 -0.56
H 4.44 -4.91 0.38 0.20
H 4.02 -5.88 -0.97 0.20
H 3.33 -2.81 0.86 0.34
H 1.72 -1.10 0.10 -0.58
H 0.76 -3.52 -3.32 0.50
H 2.35 -5.24 -2.57 0.32
H 1.30 4.25 -0.45 0.53
H 3.57 3.94 -1.54 0.43
H 4.09 1.67 -2.46 0.50
```

=====

molar mass of number 1 (C26H27N2)?
367.516 g/mol

=====

Repeat the fifth record exactly.
The following is a quantum chemistry calculation of a molecular structure, C26H28BMgN8O4S3, from the Open Molecules 2025 dataset.

Its molar mass is 647.880 g/mol. For the energy above the lowest of the compared OMol25 structures with the same formula, charge and spin, the calculation gives 0.0 kcal per mole. The net charge is -1. The orbital gap is 7.625 eV. The largest force on an atom comes out at 0.323 eV/Å. The total energy comes out at -3166.47125 Ha.

XYZ file:
```
71
Properties=species:S:1:pos:R:3:mulliken_charge:R:1
Mg 0.77 0.21 1.01 1.53
O 2.94 -2.07 3.78 -0.83
C 2.43 -1.50 2.81 0.04
N 1.26 -0.86 2.73 -0.04
C 0.66 -0.50 3.98 -1.23
C 0.33 0.98 3.98 0.88
C -0.09 1.63 5.14 -0.99
C -0.39 2.97 5.10 -0.25
C -0.28 3.65 3.89 -0.93
C 0.12 2.94 2.78 -0.39
N 0.42 1.64 2.82 0.13
C 3.24 -1.41 1.53 0.23
C 4.36 -2.20 1.35 -0.52
C 5.14 -2.01 0.22 -0.43
C 4.78 -1.01 -0.68 -0.74
C 3.64 -0.27 -0.43 -0.31
N 2.88 -0.47 0.64 0.12
H 1.33 -0.71 4.82 0.60
H -0.26 -1.05 4.19 0.21
H -0.16 1.06 6.06 0.45
H -0.71 3.49 5.99 0.40
H -0.51 4.70 3.80 0.43
H 0.21 3.40 1.80 0.37
H 4.60 -2.93 2.11 0.48
H 6.02 -2.61 0.05 0.42
H 5.37 -0.82 -1.57 0.45
H 3.31 0.52 -1.10 0.65
C -1.98 3.06 -1.05 -0.91
N -1.36 2.06 -1.89 0.56
C -1.97 1.41 -2.95 -0.36
C -0.99 0.72 -3.58 -0.91
N 0.20 0.94 -2.91 -0.09
B 1.56 0.40 -3.40 0.18
N 1.85 -1.07 -2.89 0.48
C 2.84 -1.81 -3.50 -0.74
C 2.97 -2.98 -2.84 -0.42
N 2.05 -2.96 -1.82 0.43
C 1.80 -4.01 -0.86 -0.91
C 1.36 -1.79 -1.87 -0.61
S 0.04 -1.45 -0.84 -0.40
C -0.05 1.73 -1.86 0.21
S 1.02 2.24 -0.60 -0.59
H -3.05 3.05 -1.24 0.38
H -1.56 4.04 -1.28 0.37
H -1.78 2.84 -0.01 0.08
H -3.03 1.49 -3.14 0.62
H -1.03 0.09 -4.45 0.56
H 1.53 0.33 -4.61 -0.22
H 2.45 1.12 -3.02 -0.07
H 3.36 -1.43 -4.36 0.49
H 3.62 -3.82 -3.00 0.45
H 2.54 -4.80 -1.02 0.32
H 0.80 -4.41 -0.98 0.32
H 1.89 -3.63 0.16 0.27
N -1.58 -0.18 1.57 -0.42
C -2.74 -0.15 0.73 0.08
C -3.06 -1.18 -0.14 -0.16
C -4.05 -0.98 -1.10 -0.79
C -4.73 0.23 -1.17 0.08
C -4.49 1.20 -0.22 -0.89
C -3.51 1.01 0.74 -0.85
S -5.87 0.57 -2.52 1.40
O -5.58 1.98 -2.81 -0.69
O -5.47 -0.35 -3.57 -0.72
O -7.19 0.34 -1.97 -0.71
H -1.35 -1.11 1.90 0.39
H -1.76 0.40 2.38 0.24
H -2.49 -2.10 -0.14 0.48
H -4.26 -1.74 -1.84 0.47
H -5.05 2.13 -0.26 0.45
H -3.29 1.79 1.46 0.41
```